(w)
This record from OMol25 describes 3 unconnected molecules or ions with the total composition C3H10O4. The level of theory is ωB97M-V with the def2-TZVPD basis set.

```
17
Properties=species:S:1:pos:R:3
O -1.66028 -2.32360 -0.87089
C -0.88353 -1.73149 -1.56514
C 0.04506 -0.67032 -0.99688
C -0.47493 0.80894 -1.11384
O 0.12361 1.61278 -0.14187
H -0.61574 -2.07116 -2.58242
H 1.05590 -0.85555 -1.37107
H 0.16068 -0.81621 0.07745
H -1.56111 0.78576 -1.00662
H -0.18342 1.06077 -2.13950
H -0.50365 1.75837 0.56546
O 2.36665 2.88872 1.58607
H 1.66370 3.18670 1.00683
H 2.20480 1.93176 1.51540
O -0.46333 -1.59017 2.59615
H -0.38559 -1.53858 1.64440
H -0.88883 -2.43671 2.79643
```

Computed properties:
**Highest occupied orbital energy**: -10.33 eV
**SMILES string**: O=CCCO.O.O
**Kohn-Sham gap**: 0.3954 Ha
**LUMO**: 0.43 eV

---

(x)
This record from OMol25 describes 3 unconnected molecules or ions with the total composition C3H10O4. The level of theory is ωB97M-V with the def2-TZVPD basis set.

```
17
Properties=species:S:1:pos:R:3
O 1.13435 -0.98063 2.64795
C 0.56047 -0.11473 2.04350
C 0.28428 -0.13684 0.57645
C 0.73319 -1.44586 -0.06165
O 0.37226 -1.42558 -1.45307
H 0.23733 0.81327 2.55497
H -0.71734 0.07885 0.21394
H 0.89301 0.70222 0.20951
H 1.81249 -1.59043 0.00350
H 0.24315 -2.25710 0.48423
H 0.83337 -2.17120 -1.84802
O -1.28787 2.55291 -0.11149
H -1.92869 3.14977 -0.50764
H -1.11303 1.94126 -0.85146
O -1.20805 0.92874 -2.41161
H -0.74430 1.03513 -3.24478
H -1.44315 0.00046 -2.32493
```

Computed properties:
**Highest occupied orbital energy**: -9.82 eV
**SMILES string**: O=CCCO.O.O
**Kohn-Sham gap**: 0.3785 Ha
**LUMO**: 0.48 eV

---

Which of them is the least stable? Correct choice: (w).